Entry 1:
Below is 12 unconnected molecules or ions with the total composition C24H72O24, with properties calculated with wB97M-V/def2-TZVPD.

Computed properties:
- <S²>: 0.75
- 2S+1: 2
- Kohn-Sham gap (alpha / beta): 0.051 / 0.324 Eh
- Net charge: -1
- Energy above the lowest of the compared OMol25 structures with the same formula, charge and spin: 108.4 kJ/mol
- HOMO energy (alpha / beta): 0.21 / -7.24 eV
- Strongest force on any atom: 0.0566 hartree/bohr
- DFT total energy: -75187.7819 eV

Last column: Löwdin charge in e.
CARTESIAN COORDINATES (ANGSTROEM)
C 3.14246 -2.81409 4.39503  -0.22
C 3.12598 -1.38238 3.99944  -0.25
O 1.98613 -1.02300 3.23523  -0.06
O 2.28604 -3.13291 5.55252  -0.06
H 4.19666 -3.01269 4.58822  0.12
H 2.84990 -3.51655 3.61460  0.11
H 3.99580 -1.16489 3.37960  0.12
H 3.25639 -0.77236 4.89330  0.12
H 1.33553 -1.56051 3.69286  0.10
H 2.10589 -4.07370 5.48880  0.08
C 3.68856 4.39468 -2.13760  -0.27
C 3.34933 4.08777 -0.63423  -0.20
O 2.82845 2.75449 -0.43794  -0.08
O 4.76502 3.65243 -2.52984  -0.06
H 3.98499 5.41715 -2.37164  0.12
H 2.85603 4.20181 -2.81422  0.11
H 2.74393 4.85550 -0.15237  0.10
H 4.28838 4.10961 -0.08125  0.10
H 1.94503 2.78415 -0.06337  0.04
H 4.47586 2.73706 -2.52124  0.08
C -6.04964 0.81113 -0.34780  -0.25
C -5.76721 0.52844 1.18130  -0.17
O -4.34398 0.26828 1.28985  -0.11
O -5.26341 1.88334 -0.81004  -0.13
H -7.05698 1.20091 -0.49421  0.11
H -5.96108 -0.03422 -1.03018  0.11
H -6.35679 -0.31462 1.54149  0.11
H -5.92110 1.37444 1.85116  0.11
H -3.84076 1.07988 1.38817  0.02
H -4.39148 1.52184 -0.63493  0.04
C 3.61778 -3.62795 0.86755  -0.27
C 3.68473 -3.19572 -0.59194  -0.19
O 5.04400 -3.05301 -1.01132  -0.07
O 4.03813 -4.92976 1.12994  -0.04
H 2.57955 -3.62677 1.19948  0.11
H 4.11681 -2.93054 1.54037  0.11
H 3.10056 -2.28296 -0.70902  0.11
H 3.22972 -3.96459 -1.21637  0.13
H 5.49764 -3.87578 -1.20849  0.11
H 4.92718 -4.81172 1.47234  0.09
C -2.27890 0.45870 -4.06815  -0.30
C -1.89668 -1.01207 -4.13807  -0.21
O -0.48124 -1.22877 -4.28795  -0.11
O -3.53389 0.55866 -3.43229  -0.18
H -2.31147 0.87267 -5.07595  0.09
H -1.51878 0.97669 -3.48334  0.09
H -2.38877 -1.44429 -5.00936  0.11
H -2.21461 -1.60446 -3.28012  0.11
H -0.36779 -0.80925 -5.14395  0.10
H -3.94113 1.41751 -3.56701  0.01
C -0.45842 0.74003 -0.88535  -0.17
C 0.05957 -0.32035 0.08685  -0.19
O -0.34177 -0.01599 1.41122  -0.08
O 0.01181 2.08453 -0.65052  -0.10
H -1.54331 0.63548 -0.87302  0.12
H -0.06406 0.49998 -1.87276  0.10
H 1.14891 -0.31181 0.04977  0.11
H -0.18409 -1.33116 -0.24026  0.11
H 0.26349 0.65247 1.74050  0.03
H -0.57537 2.64640 -1.16153  0.02
C -0.41361 -4.00695 -1.78373  -0.26
C -1.18477 -5.16299 -2.19548  -0.27
O -0.58452 -6.33309 -1.76095  -0.05
O 0.64975 -3.66912 -2.66392  -0.06
H 0.01450 -3.97748 -0.78176  0.12
H -1.10379 -3.16570 -1.72003  0.10
H -1.20221 -5.22326 -3.28368  0.14
H -2.16599 -5.07763 -1.72856  0.11
H -0.62415 -7.06142 -2.38510  0.09
H 0.37338 -2.86019 -3.10078  0.04
C -2.14249 -3.11909 1.97492  -0.26
C -3.12693 -3.21374 0.81978  -0.23
O -2.91184 -2.09038 -0.02176  -0.09
O -2.14396 -1.97772 2.79179  -0.04
H -1.24338 -3.23524 1.36977  0.10
H -2.26441 -3.98314 2.62811  0.12
H -4.16642 -3.05189 1.10506  0.12
H -3.04770 -4.17561 0.31319  0.11
H -3.21414 -1.29765 0.42747  0.04
H -2.01684 -1.21183 2.22711  0.05
C 1.35946 2.21247 4.23178  -0.19
C 0.54515 1.19245 5.05628  -0.20
O -0.75542 1.01681 4.46497  -0.05
O 1.27479 1.75742 2.88996  -0.09
H 2.42159 2.11569 4.45675  0.12
H 1.04209 3.24392 4.38508  0.12
H 0.33008 1.60986 6.03995  0.12
H 1.14760 0.29601 5.20306  0.10
H -0.58115 0.59052 3.62264  0.05
H 1.89132 1.02158 2.88431  0.06
C 3.45064 -1.65592 -3.80987  -0.21
C 2.91160 -0.38932 -3.06051  -0.26
O 1.82923 0.13378 -3.68444  -0.07
O 4.79374 -1.85081 -3.45920  -0.08
H 3.53341 -1.53017 -4.88943  0.12
H 2.84042 -2.49920 -3.48644  0.10
H 3.60522 0.45129 -3.07915  0.12
H 2.61492 -0.58412 -2.02991  0.10
H 1.15476 -0.54914 -3.70162  0.03
H 4.88265 -2.17426 -2.55971  0.02
C -0.11416 4.82512 -1.63552  -0.23
C -1.61627 4.57722 -2.07500  -0.22
O -1.94226 3.15458 -2.16813  -0.21
O 0.18478 4.69991 -0.24625  -0.08
H 0.06999 5.87147 -1.87908  0.11
H 0.61157 4.27463 -2.23417  0.10
H -1.79772 4.97162 -3.07481  0.08
H -2.21427 5.04262 -1.29150  0.10
H -2.84630 3.09198 -2.48499  0.02
H -0.06358 3.78962 -0.06934  0.02
C -2.75267 3.36236 1.73536  -0.18
C -2.17486 3.97088 3.08641  -0.24
O -2.65232 3.32122 4.19034  -0.05
O -2.38348 2.02204 1.53242  -0.10
H -2.50419 3.92882 0.83788  0.10
H -3.83041 3.20049 1.75508  0.12
H -2.47304 5.01712 3.15402  0.12
H -1.09616 3.82101 3.04099  0.11
H -2.20364 2.47263 4.17675  0.05
H -1.44715 2.04272 1.32158  0.06

---

Entry 2:
Below is a molecular structure, C4H9NO3, with properties calculated with wB97M-V/def2-TZVPD.

Computed properties:
- Kohn-Sham gap: 0.401 Eh
- Net charge: 0
- Energy above the lowest of the compared OMol25 structures with the same formula, charge and spin: 410.4 kJ/mol
- HOMO energy: -10.30 eV
- Strongest force on any atom: 0.0880 hartree/bohr
- DFT total energy: -11923.2876 eV

Last column: Löwdin charge in e.
CARTESIAN COORDINATES (ANGSTROEM)
O 0.92637 1.40402 -0.31184  0.09
C 0.34414 0.41570 0.08701  -0.49
N 0.90224 -0.83059 0.27949  0.08
C 2.31074 -0.90049 -0.03056  -0.22
O 3.08141 -0.00166 0.80317  -0.07
C -1.10915 0.46037 0.46144  -0.12
C -1.99653 0.35484 -0.76613  -0.12
O -3.49761 0.27154 0.03721  -0.14
H 0.58099 -1.28005 1.14438  0.15
H 2.55625 -0.38780 -0.96352  0.13
H 2.75990 -1.88949 0.07557  0.13
H 2.80875 0.87979 0.54431  0.05
H -1.39772 1.37719 1.01671  0.15
H -1.41817 -0.40529 1.06600  0.12
H -1.63244 -0.35292 -1.50183  0.13
H -2.15548 1.28059 -1.32118  0.12
H -3.06369 -0.39576 -0.62023  0.02

---

Entry 3:
Below is a molecular structure, C16H10F6N2O6ReS4, with properties calculated with wB97M-V/def2-TZVPD.

Computed properties:
- <S²>: 0.99
- 2S+1: 2
- Kohn-Sham gap (alpha / beta): 0.211 / 0.243 Eh
- Net charge: +2
- Energy above the lowest of the compared OMol25 structures with the same formula, charge and spin: 0.0 kJ/mol
- HOMO energy (alpha / beta): -15.38 / -15.51 eV
- Strongest force on any atom: 0.0134 hartree/bohr
- DFT total energy: -93776.3143 eV

Last column: Löwdin charge in e.
CARTESIAN COORDINATES (ANGSTROEM)
Re 0.44436 -0.55281 -0.03479  1.30
F 2.12478 -4.21369 0.24994  0.18
C 3.33648 -3.78605 -0.05971  -0.68
F 4.21945 -4.20698 0.81331  0.21
F 3.65987 -4.12529 -1.28195  0.22
S 3.32238 -1.91567 0.02943  0.74
O 2.06719 -1.54089 -0.74774  -0.49
O 4.52092 -1.39858 -0.50011  -0.16
N 3.09729 -1.56085 1.55908  -0.26
S 1.69896 -1.29109 2.14425  0.70
O 1.25489 0.12000 1.96638  -0.36
O 0.59149 -2.10125 1.54050  -0.38
C 1.90304 -1.63002 3.97503  -0.70
F 2.19545 -2.89788 4.10841  0.22
F 2.86848 -0.85677 4.39303  0.22
F 0.76183 -1.33363 4.54487  0.21
S -0.48819 3.67736 -1.26931  1.24
C -0.66632 2.03310 -1.02429  -0.41
N 0.43891 1.38046 -0.67798  -0.18
C 1.54673 2.24933 -0.60033  -0.28
C 2.86435 1.91710 -0.29358  -0.01
C 3.79910 2.92837 -0.28412  -0.01
C 3.44387 4.25381 -0.57512  -0.02
C 2.14595 4.59203 -0.88641  -0.04
C 1.20027 3.56842 -0.89565  -0.42
H -1.61919 1.53990 -1.15460  0.08
H 3.16595 0.90119 -0.08243  0.08
H 4.82993 2.69662 -0.05462  0.13
H 4.20557 5.02083 -0.56162  0.13
H 1.87172 5.61127 -1.12113  0.13
O -7.03805 -0.09864 0.48584  0.16
C -6.45333 0.05958 -0.70586  -0.48
O -7.00660 0.57277 -1.62804  0.18
C -5.01675 -0.39562 -0.85666  -0.08
C -4.08021 -0.26639 0.17569  0.01
C -2.76290 -0.59511 -0.06102  -0.12
C -2.37847 -1.07874 -1.32066  -0.61
S -0.72264 -1.47498 -1.65400  0.90
C -3.32350 -1.24437 -2.34011  -0.04
C -4.63456 -0.87326 -2.10737  0.04
H -6.55778 -0.69681 1.07100  0.12
H -4.37749 0.10881 1.14690  0.14
H -2.05124 -0.51578 0.76737  0.10
H -3.02250 -1.63742 -3.30294  0.13
H -5.37948 -0.94239 -2.88888  0.15

---

Number 1: M 744.816 u. Number 2: M 119.120 u. Number 3: M 754.727 u.